The following is a DFT calculation (ωB97M-V/def2-TZVPD) of a structure of composition C48H117F2N12O11S2V.

Calculated values
* 2S+1: 2
* E: -5323.096753 hartree
* LUMO level (spin up / spin down): -4.284 / -7.602 eV
* charge: +1

Positions of all 193 atoms, in Å:
V (0.91877, -6.39916, 0.58184)
S (0.71259, -1.96918, 2.64028)
S (0.55240, -1.79375, 0.45324)
F (0.44208, -2.63344, -0.94034)
F (0.92923, -3.15877, 3.72266)
O (-0.07910, 3.04641, 2.33851)
O (-0.04083, -6.69697, -0.61588)
O (1.78429, -1.01536, 0.19405)
O (-0.57583, -1.46192, 3.08497)
O (6.97855, 3.01944, -1.91153)
O (1.94505, -1.22574, 2.89623)
O (9.13558, 1.30641, 5.36549)
O (1.84362, -5.35754, 8.94550)
O (4.72341, -5.34223, -1.23256)
O (-0.77146, -1.20773, 0.32152)
O (4.00388, -6.51636, 3.93653)
N (3.67125, -3.96017, 9.27149)
N (5.84206, -5.90549, 5.07247)
N (-8.30123, 3.32764, 1.16332)
N (-3.57209, -3.36100, -7.06226)
N (5.24518, 4.25490, -2.61698)
N (0.70971, -3.02856, 1.30712)
N (4.66478, 0.14899, -8.24048)
N (-3.03460, 3.92977, -6.14335)
N (-0.37193, 3.65131, 4.49808)
N (-4.77372, -0.75559, 9.44801)
N (6.62933, -4.58610, -2.16925)
N (6.94655, 2.01437, 5.38127)
C (-9.13167, 5.17727, -0.41260)
C (0.07072, 4.41058, 5.65767)
C (3.05540, -2.73754, 8.77627)
C (-4.37385, -5.44406, -8.02067)
C (5.75399, 2.09412, 6.15496)
C (-7.11768, -0.04960, 9.45802)
C (6.76564, -0.69688, -9.10833)
C (-8.29976, 2.71689, 2.47492)
C (-3.69756, -2.46641, -8.21465)
C (-6.43502, 2.06614, 0.28823)
C (-1.48436, 2.95127, -4.50463)
C (3.10944, -0.46312, -6.36076)
C (6.98561, -6.33444, 5.78012)
C (-4.60346, -4.37733, -6.90073)
C (7.57501, -4.63138, -3.26097)
C (-1.99481, 4.38901, -7.09360)
C (-4.32942, -2.88231, 8.21652)
C (4.98091, -6.84869, 4.63804)
C (5.89961, -4.47057, 4.70117)
C (6.78998, 2.17672, 3.94723)
C (5.64146, -5.49707, -2.01324)
C (-1.83089, 3.30573, 4.47824)
C (-9.62267, 1.96326, 2.61838)
C (5.81833, 3.35396, -1.78641)
C (-3.77939, -1.47482, 8.57966)
C (-5.88264, -0.26158, 8.62757)
C (3.70795, -0.12337, -9.30112)
C (5.95633, 4.96984, -3.71052)
C (-5.48441, 4.07532, -5.69139)
C (3.09417, 1.13303, -9.87727)
C (0.34958, 3.50352, 3.41713)
C (-2.46497, 4.02985, -4.77378)
C (-4.44187, -1.65610, -5.56056)
C (3.88390, 4.57130, -2.44053)
C (-4.13472, 0.33197, 10.17244)
C (-2.40606, 4.33330, -8.53641)
C (3.02912, -5.17695, 9.29303)
C (8.05843, 1.58210, 5.97548)
C (-9.14790, 4.53778, 1.00387)
C (6.67890, -3.32394, -1.40344)
C (-3.36632, -0.29889, 11.33901)
C (5.76126, -0.77612, -7.95593)
C (-4.23886, 4.72632, -6.23314)
C (5.09039, -3.90707, 9.71294)
C (-6.94553, 3.46922, 0.58091)
C (-3.36393, -2.69786, -5.80385)
C (4.02366, 0.56463, -7.00945)
C (-2.47309, -1.56280, -8.43850)
H (-4.56887, -5.11353, -9.04088)
H (-4.94421, 0.93291, 10.58682)
H (-1.59003, -2.19633, -8.35526)
H (1.37129, 3.86890, 3.60366)
H (-5.55811, 0.63097, 8.09265)
H (-0.60444, 5.23228, 5.89657)
H (7.90900, -6.43924, 5.21050)
H (-4.52810, -4.89184, -5.94276)
H (3.22248, 4.82968, -3.26749)
H (7.28252, 0.26250, -9.13107)
H (-0.67167, 3.07646, -5.22015)
H (-6.21896, 1.48953, 1.18764)
H (-3.66690, -3.06559, -9.12467)
H (5.88756, 2.12795, 7.23621)
H (7.67445, 2.00158, 3.33474)
H (-1.56037, 4.39855, -9.22098)
H (-5.70575, 3.13130, -6.18931)
H (6.42412, 3.18731, 3.76567)
H (-4.49336, -1.23680, -4.55575)
H (5.91835, -3.24148, -0.62698)
H (-2.40534, -0.65518, 10.96799)
H (3.91285, 1.74594, -10.25437)
H (7.89791, 1.35835, 7.04148)
H (8.56436, -4.41144, -2.85980)
H (-3.00256, 5.18205, -8.87096)
H (-2.46738, -0.81761, -7.64304)
H (-6.14855, -0.96827, 7.84145)
H (-10.16675, 4.21016, 1.21055)
H (-4.44919, 4.97789, -7.27265)
H (2.94362, -0.80210, -8.92268)
H (6.70598, -4.14834, 4.04236)
H (-1.99189, 2.02740, -4.78209)
H (3.36799, -1.94820, 9.45990)
H (-5.52177, 2.10896, -0.30526)
H (5.59220, -3.26272, 8.99107)
H (3.47945, 1.50455, -7.10154)
H (-3.16736, 0.46720, 12.08843)
H (-1.65459, 5.40601, -6.89851)
H (-1.10812, 3.00167, -3.48286)
H (-9.31004, 4.51692, -1.26126)
H (6.21672, -0.82991, -10.04058)
H (-1.85980, 4.89333, -4.49757)
H (5.63619, -4.83307, 9.89384)
H (-8.16048, 5.63712, -0.59542)
H (-3.41269, -5.95812, -8.02606)
H (4.20127, -0.57294, -10.16287)
H (-3.64906, -0.92511, 7.64749)
H (6.03551, 1.44495, 3.65845)
H (-2.44155, -2.11709, -5.80601)
H (7.67311, -3.09897, -1.01739)
H (7.17083, -5.52172, 6.48246)
H (5.30386, -1.76428, -7.90683)
H (6.79137, -7.29344, 6.26042)
H (-4.28005, -0.89279, -6.32165)
H (2.29909, 0.97161, -10.60520)
H (5.75866, -6.37569, -2.66631)
H (7.03500, 4.84317, -3.61813)
H (-3.95265, -1.11651, 11.75832)
H (-3.32706, -3.37543, -4.95083)
H (3.45125, -2.44240, 7.80452)
H (-2.19556, 2.97204, 5.44972)
H (4.96688, -4.31386, 4.15936)
H (3.73966, -5.94512, 9.63545)
H (-9.84297, 5.97434, -0.62899)
H (4.75261, 0.78071, -6.22839)
H (6.52894, -2.56199, -2.16832)
H (3.60768, -1.43103, -6.30595)
H (-3.45645, 0.94085, 9.57469)
H (-7.77136, 0.55329, 8.82769)
H (-2.93191, 3.39155, -8.69350)
H (1.06457, 4.81058, 5.45674)
H (-5.07273, -6.27084, -7.89379)
H (-6.96626, 0.58217, 10.33325)
H (-3.80395, -3.49486, 7.48389)
H (-8.29961, 3.56876, 3.15493)
H (5.08220, 2.95321, -1.07245)
H (-5.44887, -1.98097, -5.82230)
H (3.00071, -0.33722, -5.28353)
H (-5.33603, -2.79258, 7.80813)
H (5.95509, -3.84578, 5.59261)
H (-2.33207, 4.24535, 4.24580)
H (-5.59200, -3.91881, -6.87541)
H (7.30908, -3.85203, -3.97511)
H (-7.50788, 1.98415, 2.63015)
H (-5.38428, 3.92861, -4.61596)
H (5.12130, 1.22577, 5.97117)
H (-4.67006, -1.97415, -8.21957)
H (2.15477, -0.53785, -6.88145)
H (-3.18397, 3.98725, -3.95567)
H (-9.76864, 1.24162, 1.81463)
H (-4.03636, 5.72290, -5.84081)
H (2.66541, 1.77425, -9.10715)
H (3.82935, 5.38343, -1.71556)
H (0.22931, 3.73269, 6.49636)
H (3.36817, 3.75760, -1.93063)
H (-9.01259, 5.21915, 1.84382)
H (7.52112, -1.48111, -9.15666)
H (-7.50676, -1.02645, 9.74523)
H (5.68669, 4.53664, -4.67371)
H (1.96862, -2.65404, 8.77085)
H (-4.37839, -3.51699, 9.10133)
H (5.03338, -3.38780, 10.66961)
H (-6.94845, 4.00334, -0.36926)
H (7.60371, -5.59964, -3.76071)
H (-10.50334, 2.59458, 2.73653)
H (-6.40062, 4.66580, -5.69335)
H (-2.80645, -1.62831, 9.04650)
H (5.12124, 2.93745, 5.87833)
H (-7.18143, 1.44901, -0.21190)
H (-9.62797, 1.22085, 3.41644)
H (6.36161, -0.54193, -7.07682)
H (5.81051, 6.04797, -3.77752)
H (-2.52484, -1.13945, -9.44159)
H (5.30093, -7.88433, 4.83099)
H (-6.33558, 3.96534, 1.33584)
H (-2.07928, 2.57353, 3.70994)
H (-1.20298, 3.64251, -7.03151)